Record 1
Molecular formula: C4H10NOS2
Method: DFT, ωB97M-V/def2-TZVPD

Structure (ORCA input):
```
! wB97M-V def2-TZVPD RIJCOSX def2/J DEFGRID3
* xyz -1 1
N -1.96 -0.73 -1.92
C -1.49 0.59 -1.95
C 4.31 5.03 2.01
O 4.14 6.14 1.56
C -2.08 1.55 -2.67
S -0.49 -6.01 0.29
S -0.70 -3.94 0.36
C -0.45 -3.50 2.10
H -1.32 -1.38 -1.46
H -2.20 -1.14 -2.82
H -0.75 0.76 -1.18
H 5.16 4.44 1.67
H 3.66 4.55 2.76
H -2.83 1.28 -3.40
H -1.73 2.56 -2.69
H -1.39 -3.46 2.68
H -0.04 -2.49 2.09
H 0.16 -4.24 2.57
*
```

Values from the calculation:
**HOMO**: -2.1771 eV
**HOMO-LUMO gap**: 4.3 eV

Results of the Löwdin charge analysis, in e, for atoms 1 through 6: atom 1 (N): 0.03, atom 2 (C): -0.30, atom 3 (C): -0.15, atom 4 (O): -0.01, atom 5 (C): -0.05, atom 6 (S): -0.39


Record 2
Molecular formula: C2H8NS
Method: DFT, ωB97M-V/def2-TZVPD

Structure (ORCA input):
```
! wB97M-V def2-TZVPD RIJCOSX def2/J DEFGRID3
* xyz 0 2
C 0.40 -1.61 -0.15
N 0.23 -0.64 -1.22
C -1.17 -0.24 -1.35
H -0.15 -1.36 0.77
H 0.06 -2.58 -0.51
H 1.46 -1.67 0.11
H 0.77 0.18 -0.96
H -1.76 -1.10 -1.69
H -1.26 0.54 -2.12
H -1.60 0.14 -0.42
S 0.35 1.29 1.37
H 0.59 2.27 2.25
*
```

Values from the calculation:
**HOMO (alpha / beta)**: -8.9946 / -8.9470 eV
**HOMO-LUMO gap (alpha / beta)**: 9.8 / 6.3 eV

Results of the Löwdin charge analysis, in e, for atoms 1 through 6: atom 1 (C): -0.20, atom 2 (N): -0.20, atom 3 (C): -0.18, atom 4 (H): 0.03, atom 5 (H): 0.08, atom 6 (H): 0.07


Number 1: DFT total energy -1084.760065 Eh. Number 2: DFT total energy -533.861039 Eh.